Entry 1:
Density functional theory data (the ωB97M-V functional and the def2-TZVPD basis) for 12 unconnected molecules or ions with the total composition C5H35NO12S at a distorted geometry.

Element x y z (Å)
C -0.993 -2.674 0.779
N -0.070 -1.514 0.945
C -0.483 -0.166 0.309
C 0.831 0.726 0.592
C 0.985 0.985 2.141
S 2.152 2.370 2.524
C -0.710 -0.322 -1.189
O -0.427 0.875 -1.941
H -0.457 -3.535 0.436
H -1.573 -2.833 1.785
H -1.700 -2.537 0.010
H 0.865 -1.780 0.659
H -1.318 0.312 1.080
H 1.735 0.167 0.063
H 0.868 1.701 0.111
H -0.027 1.086 2.512
H 1.351 0.059 2.704
H 2.624 2.406 1.285
H 0.050 -1.028 -1.686
H -1.773 -0.632 -1.374
H -1.287 1.417 -1.813
H -3.295 1.938 2.079
H -2.884 3.053 0.980
O -3.571 2.658 1.550
H 1.517 -4.298 -2.662
H 2.752 -3.274 -2.877
O 1.852 -3.383 -2.552
H 2.233 -4.127 0.407
H 3.023 -4.063 1.704
O 3.126 -4.148 0.728
H -2.401 4.498 -1.004
H -1.095 4.394 -1.494
O -1.962 3.830 -1.425
H 4.404 -3.201 -0.430
H 5.165 -2.069 0.312
O 4.956 -2.425 -0.583
H 1.653 4.923 -1.676
H 0.852 3.639 -1.496
O 0.886 4.477 -1.782
H 4.198 1.069 -1.296
H 3.059 1.176 -2.078
O 3.602 1.778 -1.662
H -3.655 -0.178 2.519
H -2.087 -0.010 2.698
O -2.904 0.491 2.759
H 1.855 -1.152 -1.682
H 3.489 -1.044 -1.519
O 2.642 -0.663 -1.428
H -4.798 -0.373 0.543
H -5.262 -1.251 1.792
O -4.429 -1.010 1.323
H -4.129 1.764 -0.144
H -4.638 0.842 -1.225
O -4.793 1.054 -0.311

Multiplicity: 1
HOMO level, eV: -8.63
Kohn-Sham gap, eV: 8.52
DFT total energy, eV: -42645.4660
E_LUMO, eV: -0.11
Structure (SMILES): CN[C@H](CO)CCS.O.O.O.O.O.O.O.O.O.O.O
Molecular weight, g/mol: 333.40
Relative energy (zero: lowest compared OMol25 entry of this formula, charge and spin), kcal per mole: 124.1
Maximum force, eV Å⁻¹: 6.1



Entry 2:
Density functional theory data (the ωB97M-V functional and the def2-TZVPD basis) for a molecular structure, C36H32GeN4O4Rh at a distorted geometry.

Element x y z (Å)
Rh 0.027 0.951 0.169
C -4.801 0.599 -2.714
O -4.268 -0.048 -1.605
C -3.209 0.432 -0.881
O -2.831 -0.135 0.121
N -2.689 1.639 -1.428
N -1.654 2.274 -0.795
H -5.619 0.001 -3.095
H -4.044 0.663 -3.531
H -5.080 1.560 -2.378
H -3.125 2.140 -2.176
H -1.880 2.980 -0.047
H -1.025 2.626 -1.441
O -2.034 3.081 1.847
C -1.370 2.377 2.574
N -1.597 2.262 3.945
C -0.761 1.216 4.532
C 0.159 0.932 3.332
O 1.121 0.157 3.361
N -0.282 1.581 2.238
C 0.094 1.718 5.645
C 0.995 0.891 6.234
C 1.809 1.336 7.322
C 1.665 2.650 7.768
C 0.740 3.511 7.149
C -0.061 2.970 6.162
C -1.549 -0.022 4.986
C -2.114 -0.007 6.299
C -2.934 -0.995 6.733
C -2.944 -2.220 6.092
C -2.386 -2.318 4.794
C -1.742 -1.188 4.222
H -2.511 2.431 4.274
H 1.175 -0.119 5.769
H 2.532 0.699 7.785
H 2.278 2.975 8.623
H 0.636 4.515 7.480
H -0.778 3.600 5.705
H -2.027 0.910 6.856
H -3.403 -0.930 7.706
H -3.423 -3.066 6.604
H -2.436 -3.257 4.215
H -1.252 -1.356 3.257
C 0.395 0.149 -1.483
Ge 1.303 -0.727 -2.873
C 3.222 -0.378 -2.919
C 3.709 0.947 -2.875
C 5.024 1.239 -3.225
C 5.909 0.267 -3.636
C 5.468 -1.044 -3.701
C 4.187 -1.427 -3.295
C 1.051 -2.651 -3.044
C 0.660 -3.460 -1.968
C 0.207 -4.764 -2.175
C 0.282 -5.272 -3.446
C 0.696 -4.497 -4.529
C 0.988 -3.171 -4.366
C 0.732 0.020 -4.645
C -0.650 0.195 -4.771
C -1.165 0.768 -5.911
C -0.278 1.060 -6.994
C 1.051 0.765 -6.899
C 1.581 0.314 -5.702
H 3.025 1.722 -2.630
H 5.438 2.231 -3.103
H 6.954 0.482 -3.870
H 6.158 -1.787 -4.095
H 3.887 -2.441 -3.440
H 0.767 -3.025 -0.955
H -0.205 -5.390 -1.411
H 0.013 -6.309 -3.628
H 0.736 -4.977 -5.529
H 1.365 -2.536 -5.205
H -1.367 -0.076 -3.948
H -2.202 1.069 -6.096
H -0.680 1.389 -7.933
H 1.690 0.923 -7.833
H 2.655 0.377 -5.579

Total charge: -1
Multiplicity: 5
HOMO level (spin up / spin down), eV: -3.29 / -5.19
Kohn-Sham gap (spin up / spin down), eV: 5.75 / 7.63
DFT total energy, eV: -111522.5634
E_LUMO (spin up / spin down), eV: 2.47 / 2.45
Molecular weight, g/mol: 760.19
Expectation value of S²: 6.014
Maximum force, eV Å⁻¹: 3.3



Entry 3:
Density functional theory data (the ωB97M-V functional and the def2-TZVPD basis) for a molecular structure, C5H12NO6RuS2 at a distorted geometry.

Element x y z (Å)
Ru 0.457 0.503 -0.655
O 1.226 2.298 0.173
S 1.902 2.245 -1.204
O 2.625 3.389 -1.613
O 2.585 0.909 -1.197
O 0.613 1.918 -2.053
N -1.629 0.729 -0.765
C -2.459 -0.393 -1.287
C -1.956 -1.745 -0.798
C -0.659 -2.143 -1.481
O -0.578 -3.129 -2.166
O 0.375 -1.340 -1.279
H -2.037 1.068 0.100
H -1.677 1.512 -1.415
H -2.440 -0.348 -2.376
H -3.492 -0.242 -0.971
H -2.693 -2.513 -1.028
H -1.812 -1.725 0.284
C 0.493 0.889 2.717
S 0.393 -0.494 1.570
C 2.077 -1.118 1.656
H 0.701 0.503 3.713
H -0.476 1.384 2.717
H 1.257 1.589 2.390
H 2.783 -0.312 1.459
H 2.170 -1.871 0.877
H 2.251 -1.563 2.634

Multiplicity: 2
HOMO level (spin up / spin down), eV: -9.43 / -9.51
Kohn-Sham gap (spin up / spin down), eV: 9.26 / 8.24
DFT total energy, eV: -43407.4682
E_LUMO (spin up / spin down), eV: -0.17 / -1.27
Molecular weight, g/mol: 347.36
Expectation value of S²: 0.754
Relative energy (zero: lowest compared OMol25 entry of this formula, charge and spin), kcal per mole: 4.2
Maximum force, eV Å⁻¹: 1.4



Q: The lowest DFT total energy belongs to which entry?
A: C36H32GeN4O4Rh



Q: molecular weight of number 2 (C36H32GeN4O4Rh)?
A: 760.19 g/mol



Q: multiplicity of number 2 (C36H32GeN4O4Rh)?
A: 5



Q: Which formula does entry 3 have?
A: C5H12NO6RuS2